(1)
{"formula": "C80H174F2N11O8S2", "method": "ωB97M-V/def2-TZVPD", "species": ["H", "N", "H", "C", "H", "H", "H", "H", "O", "C", "H", "H", "H", "H", "C", "H", "H", "N", "H", "H", "H", "H", "H", "H", "H", "H", "H", "H", "H", "C", "C", "C", "H", "C", "H", "H", "H", "O", "C", "H", "H", "C", "H", "H", "H", "C", "H", "C", "C", "H", "H", "C", "H", "H", "H", "H", "C", "H", "H", "H", "H", "H", "H", "C", "H", "H", "O", "H", "S", "H", "H", "C", "H", "C", "N", "H", "N", "H", "H", "N", "H", "H", "C", "H", "H", "H", "H", "H", "N", "H", "H", "C", "H", "H", "C", "H", "H", "H", "H", "C", "H", "H", "H", "H", "C", "H", "H", "H", "H", "H", "C", "H", "H", "H", "C", "H", "N", "H", "H", "C", "H", "H", "C", "H", "C", "H", "H", "H", "H", "H", "C", "O", "H", "C", "H", "H", "H", "H", "H", "H", "H", "H", "H", "C", "H", "C", "C", "H", "C", "O", "C", "H", "H", "C", "H", "O", "C", "H", "C", "H", "C", "H", "H", "C", "H", "H", "C", "C", "H", "H", "C", "O", "C", "H", "H", "C", "H", "H", "H", "S", "N", "C", "H", "H", "C", "C", "C", "H", "H", "H", "H", "H", "C", "H", "C", "H", "H", "H", "C", "H", "N", "C", "H", "H", "H", "H", "C", "C", "H", "C", "C", "C", "C", "C", "C", "C", "C", "H", "C", "H", "H", "H", "C", "C", "C", "H", "H", "H", "H", "H", "C", "H", "C", "H", "C", "H", "C", "H", "H", "C", "H", "C", "H", "N", "H", "H", "C", "H", "H", "H", "H", "H", "H", "H", "F", "C", "H", "C", "H", "H", "H", "H", "H", "C", "H", "H", "F", "H", "H", "H", "N", "C", "C", "H", "C", "O", "C"], "positions_angstrom": [[-1.977, -5.205, -3.191], [-2.619, -0.383, 5.749], [6.405, 2.649, 2.281], [-2.761, -3.585, 0.962], [0.642, -7.315, 1.790], [4.802, -4.553, 6.319], [9.037, 1.178, 3.065], [1.948, -4.980, 4.941], [-1.275, 0.795, -0.614], [4.491, -2.385, -2.116], [1.008, 1.071, -4.205], [1.923, 7.005, -1.032], [3.402, 3.366, -8.329], [5.903, -0.400, -0.028], [2.993, 2.421, 1.018], [-1.096, 5.190, 2.603], [2.812, 5.254, -3.597], [2.474, -5.221, 2.947], [-4.379, -2.336, -1.797], [0.457, 2.516, 5.102], [7.843, -0.122, 1.536], [-1.901, 1.417, 5.125], [1.495, 7.774, -6.535], [-0.637, 5.651, 4.734], [-0.297, -5.917, -4.795], [2.195, -3.801, -1.499], [5.631, -1.527, -3.572], [3.749, -3.910, 4.010], [-2.265, 2.990, 1.647], [5.256, -0.264, 0.838], [-6.061, -1.741, 0.663], [6.501, 1.572, 2.137], [-0.551, -0.845, 6.275], [0.604, -3.122, -4.371], [6.383, -3.035, -3.172], [-8.566, 5.026, -0.084], [-1.679, -2.386, 3.495], [2.093, -1.708, 0.633], [-0.002, 0.310, -6.007], [0.582, -2.067, -4.100], [6.583, -1.725, -2.091], [-1.448, -0.510, 6.797], [0.108, 5.674, 7.073], [-5.702, 1.368, 5.693], [1.765, -5.825, -2.496], [2.885, 2.757, -5.073], [5.849, 1.678, -0.640], [2.342, 9.806, -2.802], [-5.627, -0.421, 0.705], [3.430, 1.374, -0.936], [-5.373, -0.210, 4.839], [-8.194, -3.727, -4.995], [-9.053, -3.888, -5.647], [2.678, 5.000, 6.464], [-8.877, 1.783, -1.866], [-4.128, -2.766, 9.668], [-2.408, -0.815, -6.014], [-0.307, -3.509, -4.827], [-1.418, -2.603, 7.296], [1.987, 3.007, 3.734], [-2.402, -3.867, -0.028], [-0.076, -4.041, -1.200], [-0.364, 3.659, 6.152], [2.352, 3.957, 4.123], [3.225, -2.226, -3.841], [-7.801, -2.731, -5.197], [0.445, -0.117, 1.624], [0.822, 7.790, -1.753], [-0.264, -0.211, -0.977], [0.566, 7.163, 6.269], [5.077, -5.921, 4.064], [1.688, -5.359, 1.536], [5.018, -4.558, 1.866], [-3.292, -3.020, 9.015], [2.349, 7.238, -3.219], [2.985, 10.676, -2.940], [-0.181, -1.739, -0.216], [-5.473, -3.846, 0.772], [0.869, 2.325, -7.528], [2.187, 1.667, -5.835], [-5.311, -0.143, -2.458], [-7.113, -1.981, 0.611], [3.310, -6.557, 3.223], [-3.426, -2.329, -3.306], [8.428, 3.462, 1.624], [-1.889, -3.262, 1.530], [1.653, 3.530, 7.767], [4.120, -5.591, 7.631], [-8.276, 2.848, -0.064], [2.112, 4.264, -7.655], [0.402, 4.428, 2.112], [-4.383, -0.436, -2.950], [-7.192, -0.052, -1.523], [0.732, -5.853, 4.054], [9.343, 2.870, 1.632], [4.267, -0.555, 0.483], [2.055, 3.383, -4.745], [2.110, -5.327, -4.176], [-9.619, -4.404, -3.330], [-1.956, -2.645, 4.518], [4.263, 2.338, 2.867], [-4.565, 1.254, 4.380], [-7.664, 3.678, 1.759], [3.768, -6.910, 2.299], [1.898, 5.512, 5.899], [-5.455, -2.435, -4.700], [6.334, 1.105, 3.107], [10.083, 3.288, 2.315], [1.743, 9.876, -1.894], [-6.577, -7.344, -3.876], [3.126, 0.435, -5.936], [-1.003, -3.132, -2.351], [0.372, 3.204, -1.036], [1.066, 6.368, -4.659], [-3.910, 0.360, 6.282], [3.796, 4.520, -5.854], [-6.405, -5.099, -3.878], [9.825, 2.928, 0.656], [4.634, 3.172, -6.306], [-4.297, -0.175, 0.935], [-3.860, -1.722, 4.461], [2.250, 1.305, -7.912], [-4.957, 0.714, 5.242], [7.771, 1.084, 0.363], [1.431, -5.020, 3.982], [-6.401, -2.385, -3.215], [3.421, 0.836, 2.523], [-7.320, -4.636, -1.872], [-4.839, -4.474, -2.582], [2.724, -0.355, -6.570], [0.390, 5.740, -2.165], [1.055, 4.531, -2.459], [0.286, 2.379, -5.165], [0.253, 3.375, -2.106], [-3.461, -2.403, 6.008], [2.571, -3.137, 2.954], [-0.063, -6.384, 0.618], [4.954, -2.959, 1.913], [-2.491, -3.604, 9.468], [-3.472, -0.658, -5.834], [-1.593, 1.449, 2.102], [2.883, 6.936, -6.203], [-9.277, 4.171, -1.436], [-5.824, -6.556, -3.896], [4.472, -3.183, -1.374], [-8.618, -3.997, -3.476], [1.522, 7.344, -4.492], [-1.355, 0.430, 7.340], [-1.694, -1.681, 7.807], [0.985, 0.263, -1.568], [-0.422, -4.046, -2.234], [0.716, 6.099, 3.702], [-0.310, -6.065, 2.316], [1.924, 2.155, -7.313], [3.413, 2.354, -4.208], [-0.715, 3.059, 3.138], [3.299, -3.945, 3.018], [3.927, 8.591, -3.759], [-3.070, -1.773, 5.210], [5.471, -6.164, 6.626], [0.010, -6.018, -3.754], [-2.631, 0.531, 3.780], [2.393, -5.753, 0.805], [-2.003, 0.434, 4.665], [3.689, 5.835, -2.215], [1.939, 2.159, 1.105], [4.558, -5.568, 6.633], [5.217, 2.147, 0.115], [0.593, -0.590, -5.851], [4.157, 0.721, -6.143], [3.441, -2.973, -3.077], [-2.944, -1.734, 8.456], [-5.148, -2.822, 0.883], [-4.457, -0.054, -3.968], [-3.522, -0.037, -2.414], [2.022, -3.167, -2.368], [-0.959, -1.522, 8.596], [-0.780, 3.376, -2.455], [2.994, 3.461, 1.345], [0.735, -1.296, 0.859], [-3.789, -2.496, 0.981], [-1.013, -5.396, -2.719], [-3.784, -3.608, 8.240], [-1.030, -6.001, -1.813], [-9.075, 4.105, -0.367], [3.169, 8.565, -2.976], [0.952, 6.330, 6.856], [0.905, -4.091, 3.765], [1.549, 9.864, -3.547], [1.432, 6.695, 7.764], [4.498, -7.595, 4.671], [3.082, 0.035, -4.922], [9.104, 1.375, 1.995], [1.342, 1.785, 7.145], [5.841, -2.195, -2.737], [-2.063, -0.992, -7.033], [-2.388, -3.644, 4.464], [9.863, 0.709, 1.582], [-7.563, 2.795, 1.145], [-1.088, -2.744, 5.170], [0.939, -3.897, -3.049], [0.163, 5.253, 4.111], [-0.652, 2.583, 1.119], [-1.856, 1.272, -5.670], [-7.548, -5.653, -5.375], [-2.084, -1.690, -5.451], [1.560, 2.832, 6.935], [2.756, 3.409, -7.452], [1.592, -2.273, -1.917], [1.355, -5.355, -3.390], [-5.167, -4.237, -3.594], [-6.769, 1.608, 1.383], [3.885, 1.708, 2.062], [-7.074, -4.689, -5.186], [3.601, 3.501, -6.190], [4.250, -3.786, 1.830], [-3.349, -1.216, 1.009], [3.775, -3.787, 0.849], [-0.343, 4.463, 2.907], [4.159, 6.396, -3.951], [2.614, -7.383, 3.368], [0.752, 8.094, -4.313], [-6.629, 0.670, 0.434], [0.796, 1.417, -5.217], [7.757, 0.961, 1.446], [5.511, -0.883, 1.698], [-6.346, -4.554, -5.986], [-4.043, 0.872, 0.857], [0.015, -7.080, -3.506], [-2.275, -1.162, 0.902], [0.458, -6.264, 1.568], [3.630, 3.191, -0.815], [3.397, 6.098, -3.231], [-1.038, 0.078, 4.304], [0.618, 3.318, 5.822], [-3.461, 1.158, 6.874], [-1.343, 2.500, 1.958], [2.794, 8.630, -5.749], [-10.076, 4.076, 0.065], [2.242, 7.690, -5.746], [-5.165, -6.699, -4.753], [1.421, 6.911, -1.995], [3.300, 3.989, 4.662], [5.189, 1.222, 1.335], [-4.311, -0.368, 6.988], [-0.156, 5.622, -1.229], [-8.281, 1.780, -0.965], [-5.292, -6.544, -2.945], [-7.946, -5.925, -2.818], [2.564, 2.658, 6.547], [3.720, 8.421, -2.047], [4.100, -1.505, -1.605], [-4.374, -4.643, -4.223], [-6.249, 1.421, 2.311], [-0.990, -0.869, -2.308], [-5.442, -2.682, -3.638], [-8.618, -3.057, -2.926], [-7.361, 0.697, -0.763], [0.707, 2.587, -2.707], [-3.265, -4.374, 1.520], [1.370, -3.437, -5.079], [1.424, -4.324, 1.316], [-0.028, 0.406, -7.093], [3.695, 2.226, -0.311], [5.519, 3.125, 0.488], [2.580, 4.637, 3.302], [0.309, -2.406, 1.946], [-1.390, 0.140, -4.349], [-0.363, 6.040, -2.895], [2.355, 6.208, 5.196], [1.229, 4.488, 5.003], [-1.470, 0.282, -5.427], [4.271, -6.557, 4.429], [3.684, -3.886, -3.620], [-7.609, -4.891, -2.891], [3.636, -6.130, 5.665], [-4.344, -1.987, -2.829]], "relative_energy_ev": 14.086, "e_lumo_ev": -17.6643, "homo_ha": -0.8589, "total_charge": 9, "homo_lumo_gap_ev": 5.707}

=====

(2)
{"formula": "C38H101N5O19", "method": "ωB97M-V/def2-TZVPD", "species": ["H", "C", "H", "C", "C", "H", "H", "H", "H", "O", "H", "H", "H", "H", "H", "H", "C", "H", "H", "H", "O", "H", "H", "H", "C", "H", "H", "H", "H", "C", "H", "H", "O", "O", "H", "C", "H", "H", "H", "H", "H", "O", "H", "H", "C", "H", "H", "H", "C", "H", "H", "H", "H", "O", "C", "H", "H", "H", "H", "C", "O", "C", "C", "C", "H", "H", "H", "H", "C", "N", "H", "N", "H", "H", "C", "C", "H", "H", "C", "H", "H", "O", "H", "H", "O", "C", "H", "H", "H", "H", "H", "H", "H", "H", "C", "H", "N", "C", "O", "C", "H", "C", "H", "H", "O", "N", "H", "H", "O", "C", "H", "C", "C", "C", "H", "C", "H", "H", "H", "H", "O", "O", "C", "H", "H", "C", "H", "H", "C", "O", "H", "H", "H", "C", "H", "H", "H", "H", "N", "H", "H", "H", "C", "H", "C", "H", "H", "H", "H", "O", "C", "H", "C", "O", "O", "C", "H", "O", "C", "H", "H", "H", "H"], "positions_angstrom": [[4.034, 1.829, 1.311], [-1.877, -3.800, 2.744], [-6.511, 0.813, -3.046], [-0.204, -4.492, -1.258], [1.368, -1.968, -4.645], [3.474, 1.836, -1.934], [3.992, 6.062, 3.249], [2.991, 6.933, 1.251], [-5.589, -4.478, -0.032], [-1.448, -4.053, -0.802], [-7.477, -0.990, -4.210], [1.396, 0.375, 6.865], [1.072, 3.289, -1.002], [4.509, 3.604, -2.423], [0.488, -3.651, -1.243], [-5.209, -1.853, 0.134], [-3.297, -3.303, 2.293], [0.208, -5.327, 2.043], [0.196, 1.603, 3.544], [2.663, -1.439, 1.514], [-7.114, -2.344, 0.441], [-5.878, -4.436, 1.702], [9.546, -2.984, -3.285], [9.900, -1.498, -2.355], [1.915, -1.238, -5.901], [-1.153, -1.385, -0.800], [-1.051, -5.841, -2.726], [0.996, 2.503, 5.806], [1.151, -4.023, 1.506], [0.424, 1.594, 8.204], [2.321, -2.006, -6.559], [1.674, 2.940, -3.112], [4.388, -0.164, 1.481], [-0.825, 3.933, -0.448], [-8.863, -1.137, -6.392], [0.286, 1.677, 5.765], [-5.517, 0.008, -5.195], [1.959, 3.438, 1.584], [1.573, 1.260, -3.369], [5.018, -3.505, -1.916], [3.528, -1.203, -1.062], [7.917, -1.942, -2.527], [0.005, -1.300, 1.505], [-4.238, 2.065, -4.824], [4.085, 2.082, 8.393], [3.069, 1.962, 5.082], [-6.317, -1.464, -8.746], [-4.806, 0.326, -1.753], [-7.637, -1.096, 0.622], [0.287, -5.285, -0.694], [-1.284, -3.698, 0.074], [-2.137, 4.209, -1.994], [2.503, 2.311, 3.437], [-1.825, -0.181, 1.485], [1.201, 4.049, 1.093], [-5.769, -2.140, 1.892], [5.915, -1.261, -0.375], [0.738, -2.796, -4.972], [-2.627, 0.955, 4.386], [5.609, -2.588, -1.921], [1.860, 0.485, 4.255], [3.580, 1.960, -3.012], [3.195, 5.476, 2.792], [1.662, 2.411, 8.373], [3.378, -2.820, -0.431], [-3.523, -0.872, -2.049], [-1.983, -0.199, 2.432], [-7.117, -2.965, -8.538], [-5.754, -2.466, 0.852], [5.418, -2.119, -0.568], [-1.514, 2.503, -1.743], [-3.868, -4.100, 1.146], [4.063, 1.084, -3.445], [2.812, 2.929, -5.245], [2.091, 5.930, 4.896], [-7.543, -0.194, -4.951], [3.779, 1.127, 3.695], [-0.915, 0.316, -1.002], [-0.496, -0.431, 1.077], [-7.297, -0.673, 1.567], [-7.177, -0.539, -0.194], [0.890, -5.719, -3.130], [1.099, 5.886, 0.302], [9.563, -2.980, -1.592], [-3.610, 0.686, -3.455], [-3.802, 0.177, -2.151], [1.606, 6.777, 2.103], [0.698, -5.907, -4.052], [-0.528, 2.124, 8.227], [-0.688, 2.155, 5.860], [-8.357, 0.404, -4.541], [0.180, 2.368, 0.235], [-3.144, 0.754, -1.501], [2.190, -2.427, -4.094], [3.697, -1.393, 1.173], [4.768, 1.056, -0.139], [0.489, 0.811, 6.955], [-7.158, -1.921, -8.225], [-2.464, 0.082, 4.030], [-1.299, 3.571, -1.713], [-4.392, 2.575, -3.167], [2.193, 2.123, -3.613], [-0.603, -4.241, -3.335], [-0.053, 0.061, 4.430], [2.379, 5.017, 3.846], [-6.309, 0.622, -5.067], [1.583, 5.398, 5.700], [-0.291, -0.941, -4.304], [-7.051, -1.857, -6.812], [2.375, 6.138, 1.669], [-1.962, -4.851, 3.017], [-5.321, -3.966, 0.892], [-0.533, -0.553, -0.466], [3.947, -1.895, -0.332], [3.072, 0.855, 0.134], [-6.080, 1.385, -3.867], [-0.592, 3.706, -2.532], [7.330, -3.751, -1.636], [2.451, 0.551, -5.309], [-8.063, -1.448, -8.607], [4.447, 3.073, -3.220], [0.560, -1.089, -3.885], [-7.863, -0.710, -6.328], [1.748, 3.270, 7.707], [-7.940, 0.220, -6.892], [4.025, 0.960, 0.652], [0.434, 1.000, 9.118], [0.471, 4.267, 1.872], [0.513, 0.992, 4.390], [2.765, 1.521, 8.252], [1.016, -0.817, -6.351], [-6.644, 2.315, -3.935], [0.562, -4.068, 3.250], [-4.522, 1.720, -3.830], [3.077, 6.206, 5.272], [4.844, 1.373, 8.062], [0.799, -0.872, -1.890], [-3.939, -3.301, 3.174], [1.829, 5.282, 0.653], [4.126, -2.056, 1.924], [3.783, 4.622, 2.454], [4.347, 2.372, 9.410], [2.852, 1.525, 4.107], [-3.304, -3.841, 0.349], [7.012, -3.018, -2.377], [-1.720, -3.249, 3.671], [5.285, -1.907, -2.708], [1.502, 6.721, 4.434], [1.700, 2.969, 9.309], [2.216, 2.216, -5.000], [9.249, -2.368, -2.437], [6.958, -3.522, -3.342], [0.343, -4.256, 2.199], [0.813, -0.704, -0.945], [2.863, -0.270, -5.587], [0.454, 3.366, -0.108], [-3.172, -2.241, 2.082], [-0.844, -3.530, 1.805], [-0.295, -5.057, -2.681], [-8.726, -1.078, 0.574], [-2.331, -0.470, 4.800], [4.078, 2.956, 7.741], [0.018, 0.416, 1.530]], "relative_energy_ev": 3.013, "e_lumo_ev": 0.2715, "homo_ha": -0.3141, "total_charge": 0, "homo_lumo_gap_ev": 8.820, "smiles": "COCCNCCOC.COCCNCCOC.COCCNCCOC.COCCNCCOC.COCCNCCOC.OCCO.OCCO.OCCO.OCCO.O"}

=====

(3)
{"formula": "C5H7NO", "method": "ωB97M-V/def2-TZVPD", "species": ["C", "H", "O", "H", "H", "C", "C", "H", "H", "H", "H", "C", "C", "N"], "positions_angstrom": [[-0.265, 0.101, -0.444], [0.539, -1.832, -0.564], [-0.854, 1.863, -1.575], [-0.866, -1.782, 0.251], [-0.060, 3.273, -0.264], [0.786, -1.097, 1.444], [-0.902, 0.517, -1.585], [1.700, -0.510, 1.309], [0.987, -2.108, 1.787], [0.205, -0.515, 2.167], [-1.408, 0.090, -2.444], [-0.179, 2.209, -0.405], [0.219, 1.165, 0.352], [0.008, -1.260, 0.106]], "relative_energy_ev": 4.617, "e_lumo_ev": 0.1332, "homo_ha": -0.2604, "total_charge": 0, "homo_lumo_gap_ev": 7.219}

=====

(4)
{"formula": "C4H10N4O", "method": "ωB97M-V/def2-TZVPD", "species": ["H", "H", "C", "H", "C", "C", "N", "H", "N", "H", "N", "H", "H", "H", "H", "C", "O", "H", "N"], "positions_angstrom": [[0.225, -0.329, -2.042], [-2.220, 0.496, -1.449], [-1.366, 0.764, -0.824], [-1.132, 1.910, -0.234], [-0.100, 0.789, -1.474], [0.989, 0.826, -0.362], [0.407, -2.282, 2.384], [1.981, 0.820, -0.863], [0.865, -0.405, 0.557], [1.223, -2.372, 1.706], [-1.457, -0.506, 0.006], [0.887, -1.781, 2.896], [1.104, 2.048, -2.590], [-2.230, -0.706, 0.226], [1.207, -0.636, 1.331], [-0.425, -0.945, 0.858], [-0.027, 2.046, -2.188], [0.744, 1.962, 0.318], [-0.676, -1.698, 1.742]], "relative_energy_ev": 8.716, "e_lumo_ev": 0.3342, "homo_ha": -0.3171, "total_charge": 0, "homo_lumo_gap_ev": 8.964}